No. 1
The following is a DFT calculation (ωB97M-V with the def2-TZVPD basis set) of the molecule H2IOPS2.

Summary:
relative energy (zero: lowest compared OMol25 entry of this formula, charge and spin) = 0.0 kJ/mol
LUMO = -0.0382 Eh
SMILES string = O[P@@](=S)(S)I
multiplicity = 1
max |F| = 3.0 eV/A

XYZ file:
```
7
Properties=species:S:1:pos:R:3:forces:R:3:nbo_charge:R:1
O 0.6490 -0.2801 -1.4934 -3.04 -0.02 0.20 -1.01
P 0.1090 -0.9728 -0.1580 -0.42 0.95 0.39 1.12
S 1.4503 -1.1432 1.2414 -1.03 -0.04 -0.69 -0.47
S -1.7138 0.3549 0.2032 2.22 -0.94 1.46 -0.28
I -0.9182 -3.0055 -1.1149 0.25 0.46 0.38 -0.06
H 1.5485 -0.2174 -1.6815 2.56 -0.06 -0.05 0.52
H -1.2664 0.6274 1.5292 -0.55 -0.35 -1.68 0.18
```
Forces are in eV/Å.

No. 2
The following is a DFT calculation (ωB97M-V with the def2-TZVPD basis set) of a 2-piece molecular cluster, C3H9B overall.

Summary:
relative energy (zero: lowest compared OMol25 entry of this formula, charge and spin) = 0.0 kJ/mol
LUMO (spin up / spin down) = 0.0167 / -0.0246 Eh
multiplicity = 3
max |F| = 4.6 eV/A

XYZ file:
```
13
Properties=species:S:1:pos:R:3:forces:R:3:nbo_charge:R:1
B 0.0942 1.0263 1.0004 0.66 -0.33 1.34 0.48
C 1.4393 1.0256 -1.5504 4.12 2.06 -0.12 -0.47
C -0.9843 -1.1787 0.0871 -3.46 1.54 0.61 -0.58
C -0.6179 -0.3434 1.3158 2.95 0.21 0.05 -0.86
H 0.1186 2.1892 1.3759 -0.47 -0.69 -0.38 -0.12
H 1.5659 1.9273 -2.1673 0.18 -0.21 0.54 0.16
H 0.6556 0.4858 -1.8905 -2.27 -2.19 -0.41 0.15
H 2.3874 0.6279 -1.0522 -1.93 0.47 -0.63 0.19
H -1.5181 -2.0609 0.4965 -0.15 0.49 -0.93 0.21
H -1.5617 -0.5626 -0.7697 0.93 -1.51 2.24 0.20
H -0.1293 -1.4856 -0.3210 3.36 -1.48 -2.02 0.20
H -1.4822 -0.2338 1.8470 -2.49 0.56 1.77 0.21
H 0.1194 -0.9074 2.1021 -1.42 1.08 -2.06 0.24
```
Forces are in eV/Å.

No. 3
The following is a DFT calculation (ωB97M-V with the def2-TZVPD basis set) of the molecule C7H7NO3SSi.

Summary:
relative energy (zero: lowest compared OMol25 entry of this formula, charge and spin) = 115.1 kJ/mol
LUMO (spin up / spin down) = -0.0821 / -0.0822 Eh
multiplicity = 1
max |F| = 3.7 eV/A

XYZ file:
```
20
Properties=species:S:1:pos:R:3:forces:R:3:nbo_charge:R:1
C 2.8691 0.5088 -0.0676 -0.57 -0.30 -0.74 -0.17
C 3.0996 -0.7849 0.2825 -3.62 -0.88 0.44 -0.21
C 1.6085 1.0061 -0.4464 0.95 1.28 0.60 -0.16
C 1.9891 -1.6621 0.3669 0.48 -0.62 -0.27 -0.17
C 0.5233 0.1655 -0.3465 -0.44 -0.55 0.30 -0.08
C 0.7336 -1.2080 -0.0065 0.01 1.74 -0.12 -0.33
C -0.8600 0.8532 -0.3925 0.59 -0.04 -0.87 0.61
N -1.8873 0.0276 -0.2087 1.59 -1.54 -0.93 -0.99
O -0.8498 2.0754 -0.6214 -0.65 -1.22 0.49 -0.64
O -0.8406 -3.0406 1.1173 -0.53 -0.48 1.54 -0.81
O -0.9722 -2.7585 -1.3118 -0.53 -0.32 -1.13 -0.81
Si -3.5003 0.5414 0.2135 1.19 0.80 0.68 1.10
S -0.7170 -2.2477 -0.0298 0.61 3.33 -0.74 2.22
H 3.7622 1.0399 -0.0086 0.96 1.85 -0.20 0.22
H 3.9698 -1.0789 0.7587 1.86 -0.59 0.31 0.22
H 1.4720 2.1266 -0.6202 -0.03 -1.94 0.11 0.27
H 2.1769 -2.6862 0.7058 -0.36 0.32 -0.14 0.23
H -3.9711 1.8548 -0.3038 0.34 -0.18 0.07 -0.15
H -3.1028 0.4947 1.6110 -1.05 0.44 0.95 -0.19
H -4.4964 -0.4022 -0.1103 -0.80 -1.10 -0.36 -0.19
```
Forces are in eV/Å.

No. 4
The following is a DFT calculation (ωB97M-V with the def2-TZVPD basis set) of the molecule C15H16ClNO2S.

Summary:
relative energy (zero: lowest compared OMol25 entry of this formula, charge and spin) = 71.7 kJ/mol
LUMO = 0.0249 Eh
SMILES string = O=S(=O)(Cc1ccccc1Cl)NCCc1ccccc1
multiplicity = 1
max |F| = 0.9 eV/A

XYZ file:
```
36
Properties=species:S:1:pos:R:3:forces:R:3:nbo_charge:R:1
O -1.0578 -1.0277 -0.8982 0.04 -0.01 0.32 -0.95
S -0.3599 -0.0431 -1.6733 0.17 0.60 0.13 2.29
O -0.5988 0.0076 -3.0835 0.10 0.25 -0.09 -0.94
C 1.4366 -0.2451 -1.3765 -0.88 0.10 -0.25 -0.66
C 1.8839 -1.2951 -2.3238 0.24 -0.27 -0.26 -0.10
C 1.8525 -2.6372 -1.9622 0.09 0.06 -0.05 -0.17
C 2.1917 -3.6274 -2.8659 0.00 -0.07 0.02 -0.21
C 2.5629 -3.2881 -4.1562 -0.02 0.02 0.04 -0.19
C 2.5909 -1.9599 -4.5421 0.01 0.07 0.02 -0.23
C 2.2469 -0.9752 -3.6308 0.04 -0.34 0.12 0.00
Cl 2.2644 0.6702 -4.1351 0.18 0.36 -0.26 0.02
N -0.6394 1.4986 -1.0644 0.17 -0.62 -0.50 -0.87
C -1.3349 1.5934 0.2070 -0.02 -0.31 0.49 -0.22
C -0.4389 1.0702 1.3331 -0.30 0.23 0.05 -0.46
C -1.1194 1.2525 2.6608 0.13 -0.10 -0.04 0.08
C -0.8857 2.3810 3.4349 -0.01 -0.02 -0.02 -0.25
C -1.5425 2.5561 4.6407 -0.01 0.08 0.05 -0.19
C -2.4449 1.6047 5.0838 -0.04 0.01 0.08 -0.22
C -2.6866 0.4775 4.3165 -0.08 -0.05 0.04 -0.20
C -2.0280 0.3035 3.1125 0.02 0.04 0.00 -0.25
H 1.8848 0.7240 -1.5694 0.03 0.02 0.07 0.26
H 1.5475 -0.5380 -0.3387 0.00 0.02 0.13 0.25
H 1.5490 -2.8986 -0.9598 -0.04 -0.03 0.12 0.22
H 2.1606 -4.6632 -2.5652 0.00 -0.09 0.03 0.22
H 2.8255 -4.0563 -4.8672 0.03 -0.07 -0.07 0.22
H 2.8699 -1.6829 -5.5466 0.02 0.05 -0.07 0.23
H -1.0502 2.0617 -1.7933 -0.02 0.00 -0.25 0.41
H -2.2653 1.0127 0.1929 0.03 0.16 0.09 0.20
H -1.5768 2.6443 0.3836 0.03 -0.08 -0.07 0.21
H -0.2572 0.0107 1.1518 0.09 0.02 0.09 0.22
H 0.5096 1.6098 1.3094 0.03 -0.02 -0.01 0.21
H -0.1811 3.1261 3.0931 0.09 0.07 -0.04 0.21
H -1.3491 3.4368 5.2357 0.02 0.07 0.05 0.21
H -2.9570 1.7404 6.0249 -0.04 0.01 0.07 0.21
H -3.3892 -0.2682 4.6586 -0.05 -0.06 0.03 0.21
H -2.2138 -0.5759 2.5131 -0.02 -0.13 -0.07 0.22
```
Forces are in eV/Å.

No. 5
The following is a DFT calculation (ωB97M-V with the def2-TZVPD basis set) of H4N2O2P as an isolated structure.

Summary:
relative energy (zero: lowest compared OMol25 entry of this formula, charge and spin) = 345.7 kJ/mol
LUMO = 0.1711 Eh
multiplicity = 1
net charge = -1
max |F| = 4.0 eV/A

XYZ file:
```
9
Properties=species:S:1:pos:R:3:forces:R:3:nbo_charge:R:1
N -0.6984 1.3399 0.6497 0.14 -0.78 1.17 -0.69
N -0.2676 0.9821 -0.6679 2.22 -3.30 0.28 -0.76
O 0.4600 -2.1198 -1.4459 0.12 1.88 0.96 -1.14
O 0.0279 -1.3959 1.0252 -0.13 0.05 0.20 -1.17
P 0.5226 -1.0740 -0.3414 0.02 1.62 -1.09 1.96
H -1.0433 0.4900 1.1791 0.16 0.83 -0.97 0.35
H 0.2144 1.4371 1.1490 -0.88 0.34 -0.55 0.32
H -0.9660 0.6512 -1.2996 -1.62 0.44 0.11 0.32
H 1.7504 -0.3105 -0.2484 -0.03 -1.08 -0.12 -0.19
```
Forces are in eV/Å.

No. 6
The following is a DFT calculation (ωB97M-V with the def2-TZVPD basis set) of the molecule C3H3N3.

Summary:
relative energy (zero: lowest compared OMol25 entry of this formula, charge and spin) = 256.0 kJ/mol
LUMO = -0.0437 Eh
SMILES string = [H]/N=C1/C=NC=N1
multiplicity = 1
max |F| = 7.3 eV/A

XYZ file:
```
9
Properties=species:S:1:pos:R:3:forces:R:3:nbo_charge:R:1
H -2.3417 -0.8038 -0.2409 -1.96 -3.94 -0.08 0.35
N -2.0882 0.0855 -0.0402 2.63 3.40 -0.08 -0.52
C -0.8244 0.0068 -0.0222 1.70 0.37 0.01 0.32
C 0.2888 1.1162 -0.0713 -5.88 2.67 3.31 0.10
N 1.3778 0.5889 -0.1007 3.99 -0.10 -0.19 -0.46
C 1.2218 -0.8294 -0.0298 -1.52 1.05 -0.27 0.23
N -0.0258 -1.2370 0.0360 2.06 0.33 -0.56 -0.47
H 0.0880 2.1583 0.4479 0.40 -1.67 -2.18 0.22
H 2.3034 -1.0855 0.0211 -1.42 -2.11 0.04 0.24
```
Forces are in eV/Å.

No. 7
The following is a DFT calculation (ωB97M-V with the def2-TZVPD basis set) of a 2-piece molecular cluster, C4H11NO overall.

Summary:
relative energy (zero: lowest compared OMol25 entry of this formula, charge and spin) = 127.8 kJ/mol
LUMO = 0.0353 Eh
SMILES string = C/C=C(/C)N.O
multiplicity = 1
max |F| = 1.7 eV/A

XYZ file:
```
17
Properties=species:S:1:pos:R:3:forces:R:3:nbo_charge:R:1
C -0.1206 1.7065 0.0147 0.52 -0.34 1.01 -0.64
C 1.2668 1.1562 -0.1843 0.08 -0.30 -1.00 -0.30
C 1.7372 0.0546 0.4007 0.28 0.01 1.39 0.19
C 2.8796 -0.7668 -0.0652 1.49 -0.05 0.08 -0.65
N 1.1523 -0.4285 1.6079 -0.41 0.45 -1.56 -0.83
H -0.3851 1.8305 1.0723 0.18 0.42 0.01 0.19
H -0.8173 0.9302 -0.2849 -0.38 0.16 -0.57 0.22
H -0.2541 2.6511 -0.5003 -0.25 -0.06 -0.07 0.22
H 1.8284 1.5078 -1.0426 -0.16 -0.04 -0.11 0.20
H 2.5261 -1.7276 -0.4346 0.01 -0.02 -0.22 0.22
H 3.5592 -0.2917 -0.7780 -0.73 0.12 -0.48 0.23
H 3.6251 -0.9943 0.7118 -0.55 -0.08 0.43 0.20
H 0.6538 0.3671 1.9755 -0.08 -0.45 0.90 0.37
H 1.7976 -0.8892 2.2261 0.00 0.19 0.18 0.38
O -6.7817 -1.4934 -1.4272 -0.03 0.02 0.00 -0.93
H -6.6133 -1.7176 -2.3457 -0.02 0.01 -0.09 0.47
H -6.0541 -1.8950 -0.9462 0.05 -0.02 0.09 0.47
```
Forces are in eV/Å.

No. 8
The following is a DFT calculation (ωB97M-V with the def2-TZVPD basis set) of a 11-piece molecular cluster, C22H66O11 overall.

Summary:
relative energy (zero: lowest compared OMol25 entry of this formula, charge and spin) = 536.1 kJ/mol
LUMO = 0.0110 Eh
SMILES string = CCO.CCO.CCO.CCO.CCO.CCO.CCO.CCO.CCO.CCO.CCO
multiplicity = 1
max |F| = 3.8 eV/A

XYZ file:
```
99
Properties=species:S:1:pos:R:3:forces:R:3:lowdin_charge:R:1
C -15.8225 6.8704 35.3082 0.00 0.01 -0.19 -0.08
C -16.5027 7.2633 34.0167 1.49 -1.19 -1.13 -0.38
O -17.0877 8.5150 33.9784 -0.84 0.68 0.41 -0.05
H -15.1994 5.9911 35.1454 -0.19 -0.24 -0.05 0.06
H -16.6187 6.6136 36.0069 0.37 0.15 0.53 0.08
H -15.1268 7.6324 35.6597 -0.42 0.17 0.29 0.06
H -17.1509 6.4362 33.7270 -0.65 0.05 0.02 0.11
H -15.7921 7.2827 33.1905 0.39 0.04 0.02 0.09
H -17.8561 8.4834 34.5530 -0.17 0.31 0.10 0.09
C -18.0766 7.9361 24.4111 -0.38 0.08 -1.28 -0.08
C -18.3151 7.6732 25.8535 2.31 -1.66 0.86 -0.37
O -19.5749 7.1599 26.0428 -2.24 0.46 -0.18 -0.06
H -17.0926 8.2839 24.0970 0.02 0.55 0.62 0.07
H -18.8690 8.5907 24.0480 0.18 0.31 -0.22 0.07
H -18.1529 7.0270 23.8146 -0.40 -0.31 0.26 0.08
H -18.0021 8.4531 26.5477 -0.46 0.68 -0.14 0.10
H -17.6924 6.8294 26.1507 1.01 0.03 -0.02 0.11
H -19.6883 6.8744 26.9523 0.03 -0.21 0.20 0.06
C -12.8220 8.9918 33.8915 0.08 -0.08 0.66 -0.08
C -13.3771 9.6950 32.6907 -0.44 -1.66 0.64 -0.32
O -12.3200 10.0136 31.8316 0.26 1.02 -0.73 -0.07
H -12.1194 8.2019 33.6257 0.06 0.17 -0.09 0.07
H -13.6355 8.5274 34.4487 0.04 0.14 0.23 0.05
H -12.3285 9.7476 34.5026 0.18 -0.26 0.37 0.08
H -13.9832 10.5166 33.0725 -0.06 0.37 -0.63 0.12
H -13.9980 8.9613 32.1766 -0.25 0.41 -0.38 0.10
H -11.8846 10.7891 32.1929 0.28 0.07 -0.05 0.10
C -21.2719 5.9080 31.7636 -0.24 0.28 0.34 -0.06
C -21.3896 7.4323 31.7912 -0.61 -0.37 1.08 -0.32
O -21.5006 7.9766 30.5203 0.74 -0.01 -2.22 -0.09
H -20.5396 5.4395 31.1060 -0.07 0.51 -0.47 0.08
H -22.2788 5.5433 31.5605 0.22 -0.47 -0.10 0.07
H -20.9503 5.5691 32.7484 -0.34 0.04 0.22 0.08
H -20.5886 7.8918 32.3703 0.19 0.09 0.00 0.11
H -22.3569 7.6915 32.2216 0.15 -0.27 1.01 0.12
H -21.7707 8.8974 30.5466 -0.01 0.06 0.08 0.11
C -22.3052 8.9083 26.5930 -0.29 -0.89 -0.25 -0.09
C -21.3780 9.8640 27.3480 -1.43 0.46 -2.38 -0.26
O -22.2224 11.0287 27.6418 1.15 -0.58 1.28 -0.10
H -23.3481 8.9230 26.9095 0.07 0.32 0.53 0.07
H -22.0325 7.8530 26.5937 0.44 0.10 0.04 0.04
H -22.3408 9.2058 25.5450 0.07 0.00 -0.10 0.08
H -20.6675 10.1684 26.5794 0.48 0.11 0.32 0.09
H -20.7826 9.3999 28.1342 -0.66 0.58 0.69 0.10
H -22.3752 11.5060 26.8230 0.16 -0.15 -0.10 0.08
C -14.0822 4.5117 32.5548 1.02 1.38 -1.07 -0.07
C -12.8626 5.4719 32.6617 -1.41 -0.38 0.39 -0.34
O -11.8084 4.7994 33.2418 1.41 -0.92 0.88 -0.07
H -14.4345 4.1641 33.5260 0.24 -0.13 0.00 0.07
H -13.7131 3.7272 31.8942 -0.61 -0.39 0.19 0.08
H -14.8819 5.0839 32.0845 -0.26 -0.32 -0.14 0.06
H -13.1465 6.2987 33.3128 -0.06 0.52 -0.33 0.07
H -12.4490 5.7952 31.7064 -0.67 0.30 -0.14 0.12
H -12.1772 4.2720 33.9542 0.26 -0.12 0.19 0.08
C -23.1100 4.0305 28.4929 -0.06 0.44 -1.77 -0.06
C -22.3957 5.1111 27.5836 -2.80 -2.03 0.16 -0.36
O -21.2088 5.4070 28.1229 2.96 1.70 0.83 -0.06
H -23.8287 3.6189 27.7843 -0.98 0.04 0.67 0.06
H -23.4932 4.5587 29.3660 -0.51 -0.22 -0.16 0.06
H -22.5866 3.1429 28.8484 0.82 0.39 -0.24 0.07
H -23.1038 5.9386 27.5378 0.00 0.42 0.23 0.10
H -22.2999 4.8545 26.5286 0.28 -0.67 0.06 0.12
H -21.3523 6.1313 28.7364 0.30 0.12 0.32 0.06
C -13.7042 11.4509 27.7465 0.52 0.70 -0.96 -0.09
C -14.2570 11.1586 29.1150 -0.82 0.43 -1.67 -0.33
O -13.7462 9.9124 29.4324 0.34 -0.62 1.28 -0.09
H -13.7411 10.5453 27.1409 -0.43 0.01 -0.03 0.06
H -12.6390 11.6816 27.7564 0.15 0.14 0.35 0.07
H -14.1796 12.2756 27.2155 -0.23 0.04 0.00 0.07
H -15.3397 11.0724 29.0232 -0.23 0.06 0.21 0.10
H -14.0427 11.9614 29.8204 0.15 -0.11 0.30 0.12
H -13.0266 10.1234 30.0318 0.42 -0.75 0.49 0.05
C -16.5362 7.7551 29.8111 0.41 0.12 1.20 -0.06
C -17.9724 8.1057 30.3595 3.65 -1.08 0.00 -0.31
O -18.7882 7.2857 29.6606 -2.29 -1.12 -2.23 -0.08
H -15.7622 8.2798 30.3713 -0.04 0.82 -0.33 0.05
H -16.3756 7.8501 28.7372 -0.38 0.59 0.01 0.06
H -16.1722 6.7474 30.0116 -0.91 -0.58 0.14 0.06
H -18.1116 9.1773 30.2169 -0.42 0.11 0.34 0.11
H -18.0336 7.7007 31.3696 0.38 1.17 0.74 0.10
H -19.6994 7.4705 29.8998 -0.43 0.08 -0.04 0.03
C -18.1051 11.7080 27.2690 1.16 -0.46 0.53 -0.09
C -17.5055 11.8207 25.8787 -1.43 0.95 0.08 -0.30
O -17.5095 13.2411 25.6761 1.16 0.31 -0.31 -0.10
H -17.4291 12.1951 27.9717 0.20 0.49 -0.16 0.06
H -18.0772 10.7044 27.6932 -0.83 -0.30 -0.38 0.05
H -19.0412 12.2616 27.3424 -0.17 -0.53 -0.09 0.08
H -18.1704 11.5043 25.0750 -0.07 -1.03 0.22 0.10
H -16.5201 11.3782 25.7332 0.06 -0.03 0.32 0.11
H -16.7846 13.3864 25.0636 -0.07 0.55 -0.15 0.07
C -13.1880 7.4957 26.8477 -0.32 -0.59 0.95 -0.10
C -13.3150 7.5290 25.3744 0.90 -0.13 -1.54 -0.31
O -12.6252 6.4258 24.6909 -0.42 0.79 0.36 -0.09
H -13.4450 6.4938 27.1916 0.49 -0.28 0.14 0.08
H -13.9436 8.0815 27.3712 0.19 0.56 -0.20 0.05
H -12.1861 7.8056 27.1446 -0.14 -0.27 0.32 0.09
H -12.7375 8.3666 24.9833 -0.26 0.24 -0.02 0.11
H -14.3502 7.6864 25.0715 -0.10 -0.48 -0.31 0.10
H -13.1103 5.5975 24.6807 -0.37 0.15 0.32 0.07
```
Forces are in eV/Å.

Q: The highest max |F| belongs to which entry?
A: C3H3N3